ORCA calculation (the ωB97M-V functional and the def2-TZVPD basis) on a cluster of 4 separate species, C2H11NO3 in total.

CARTESIAN COORDINATES (ANGSTROEM)
C 0.05304 -0.81839 2.71999
C -1.10205 -0.23568 2.19858
N -1.34890 -0.17182 0.92036
H 0.82970 -1.26266 2.11930
H 0.22534 -0.80432 3.78200
H -1.85487 0.05863 2.92370
H -0.51737 -0.26889 0.33800
H -2.14459 0.32760 0.54052
H 1.78626 -2.03591 -2.34651
H 1.91642 -2.93095 -1.16177
O 1.52283 -2.08557 -1.41387
H 1.89369 1.36310 0.23364
H 1.35379 0.53001 -0.97847
O 1.63306 1.40566 -0.68958
H -0.39787 1.82562 -2.18436
H -1.68867 2.56051 -2.59905
O -1.33022 1.68507 -2.39208

## Properties
DFT total energy in eV: -9876.581
Multiplicity: 2
Energy relative to the best compared isomer or geometry (same formula, charge and spin) in eV: 0.075
<S²>: 0.76
HOMO level (alpha / beta) in eV: -14.49 / -14.49
Charge: +1
Gap between HOMO and LUMO (alpha / beta) in Eh: 0.387 / 0.255

***

ORCA calculation (the ωB97M-V functional and the def2-TZVPD basis) on the molecule C32H43Br2O2P.

CARTESIAN COORDINATES (ANGSTROEM)
C -2.98565 -3.56558 1.13043
C -1.70297 -3.20847 0.37130
C -1.09093 -1.88039 0.84432
C -0.93039 -1.76375 2.39599
P -0.17758 -0.11560 2.99746
C 1.42514 -0.23115 1.98333
C 2.42140 0.88761 2.28418
C 3.63729 0.88924 1.34859
C 4.35367 -0.46406 1.35732
C 3.40212 -1.64915 1.13901
C 2.15298 -1.59182 2.03804
C -1.12636 1.08305 1.90582
C -2.65230 0.90113 1.96493
C -3.39566 1.84724 1.00686
C -2.99215 3.31249 1.21282
C -1.47264 3.51543 1.20882
C -0.75751 2.54744 2.16626
C -2.20696 -2.19509 3.13673
C -2.78737 -3.52929 2.65078
H -3.79804 -2.88327 0.84523
H -3.31704 -4.56632 0.84130
H -0.96998 -4.02232 0.49066
H -1.93026 -3.14745 -0.70306
H -0.12193 -1.74665 0.34262
H -1.73048 -1.06292 0.47998
H -0.13548 -2.46478 2.69318
H 1.05492 -0.08801 0.94963
H 1.94155 1.87474 2.23438
H 2.76938 0.75468 3.31799
H 3.30406 1.13795 0.32910
H 4.32294 1.68667 1.66938
H 5.12810 -0.46632 0.58623
H 4.87434 -0.58867 2.31617
H 3.10388 -1.67700 0.07899
H 3.94268 -2.58517 1.33491
H 2.44897 -1.78328 3.08208
H 1.48560 -2.41092 1.74083
H -0.78529 0.80679 0.89001
H -2.93612 -0.12577 1.71230
H -2.99510 1.08594 2.99749
H -3.18121 1.55454 -0.03328
H -4.47662 1.72525 1.16043
H -3.44665 3.93366 0.43640
H -3.39891 3.66046 2.17103
H -1.08336 3.36986 0.18999
H -1.22706 4.54270 1.50895
H -1.04175 2.80830 3.19901
H 0.32662 2.70574 2.08154
H -1.98850 -2.26859 4.20805
H -2.97585 -1.41608 3.04952
H -3.74286 -3.69112 3.17200
H -2.10324 -4.33421 2.97036
C 5.72974 1.41616 7.14533
O 4.95385 2.23701 6.23652
C 3.61062 2.03335 6.19207
C 2.92834 1.07332 6.97120
C 1.66065 0.65147 6.56772
C 1.07074 1.10324 5.36998
C -0.22556 0.51344 4.72409
C -1.00776 -0.43917 5.64688
C -2.33664 -0.15783 6.06871
C -3.09581 -1.15776 6.63718
Br -4.95955 -0.95552 6.89503
C -2.54514 -2.52658 6.83990
O -3.27325 -3.52717 6.97158
C -1.07787 -2.61160 6.71103
Br -0.26416 -4.28725 6.98516
C -0.35211 -1.57936 6.15192
C 1.62472 2.29009 4.85546
C 2.87508 2.75074 5.22037
H 6.76172 1.68192 6.89162
H 5.48874 1.70440 8.18206
H 5.55790 0.32850 7.01881
H 3.42461 0.60896 7.83271
H 1.11473 0.01869 7.26225
H -0.89256 1.37242 4.61233
H -2.78658 0.82437 5.91028
H 0.73205 -1.66140 6.06202
H 1.00651 2.92040 4.21281
H 3.33848 3.60245 4.71698

## Properties
DFT total energy in eV: -187349.000
HOMO level in eV: -6.25
Charge: 0
Gap between HOMO and LUMO in Eh: 0.234

***

ORCA calculation (the ωB97M-V functional and the def2-TZVPD basis) on a cluster of 2 separate species, H4NO2PS in total.

CARTESIAN COORDINATES (ANGSTROEM)
N 2.33944 -0.58025 0.46683
O -0.56659 1.24719 -1.10545
O -0.03730 0.50058 1.15631
P -0.25787 -0.11921 -0.25183
S -2.17896 -0.75414 0.16471
H 2.43170 -1.33369 1.15882
H 0.11526 1.26493 -1.79606
H 0.89945 0.44643 1.30774
H -2.74514 -0.67183 -1.10106

## Properties
DFT total energy in eV: -25770.723
Energy relative to the best compared isomer or geometry (same formula, charge and spin) in eV: 5.759
HOMO level (alpha / beta) in eV: -8.91 / -8.87
Charge: 0
Gap between HOMO and LUMO (alpha / beta) in Eh: 0.259 / 0.262